--- A ---
The following is a quantum chemistry calculation of a 2-piece molecular cluster, C4H14N3S overall, from the OMol25 dataset.

- HOMO-LUMO gap (eV) = 9.77
- E_HOMO (eV) = -13.26
- lowest unoccupied orbital energy (eV) = -3.5

```
! RIJCOSX wB97M-V def2-TZVPD def2/J DEFGRID3
* xyz 1 1
S -0.41906 -0.88956 -1.90574
N -0.12573 1.54724 -0.95773
N -1.66598 0.31774 0.15923
N 0.20769 -2.30844 0.54209
C -0.61992 0.39929 -0.69223
C 1.15090 1.75421 -1.60938
C -1.70949 1.15800 1.32875
C 1.47137 -1.54418 0.77432
H 2.02547 1.19114 -1.07867
H -2.22568 -0.48046 0.08219
H -0.46807 2.35711 -0.46653
H -0.46060 -2.36261 1.30937
H 1.38067 -0.80205 -0.00345
H -1.85200 2.14005 1.00158
H 1.20188 1.22834 -2.53537
H 2.27700 -2.18312 0.56489
H -2.60313 1.01773 2.07274
H 0.41684 -3.30737 0.36363
H -0.81978 0.96215 2.09367
H -0.10260 -1.94524 -0.91877
H 1.38412 2.70673 -1.79036
H 1.55608 -0.95670 1.66575
*
```

Quick look at the Löwdin charges, all values in e:
1 S 0.852
2 N 0.012
3 N -0.013
4 N -0.104
5 C -0.692
6 C -0.044
7 C -0.071
8 C -0.095
9 H 0.136
10 H 0.113
11 H 0.153
12 H 0.103
13 H 0.009
14 H 0.052
15 H 0.059
16 H 0.078
17 H 0.136
18 H 0.115
19 H 0.138
20 H -0.073
21 H 0.052
22 H 0.085


--- B ---
The following is a quantum chemistry calculation of a 2-piece molecular cluster, C4H14N3S overall, from the OMol25 dataset.

- HOMO-LUMO gap (eV) = 6.26
- E_HOMO (eV) = -10.52
- lowest unoccupied orbital energy (eV) = -4.3

```
! RIJCOSX wB97M-V def2-TZVPD def2/J DEFGRID3
* xyz 1 1
S -0.74423 -1.69336 -4.08544
N -0.42777 1.38034 2.98814
N 1.15587 2.15647 1.42249
N 2.01007 1.11994 3.34438
C -0.59687 0.06863 3.67009
C -1.37350 -0.12284 -3.14701
C 0.03700 -2.53582 -2.60383
C 0.91730 1.55354 2.62397
H -0.08476 -3.53806 -3.02681
H -0.34395 -1.02877 3.24893
H 0.49458 2.06636 0.63051
H -0.47748 -0.24009 4.68373
H 0.87934 -2.03807 -2.21469
H 1.58665 3.15599 1.41156
H -0.91331 0.09398 -2.24285
H 2.01086 1.07291 4.35280
H -1.73172 0.06894 3.59059
H -2.36773 -0.34639 -2.84995
H 2.88933 1.47400 3.00405
H -1.18054 0.58588 -3.95132
H -0.60329 -2.44159 -1.67181
H -1.32097 1.83029 2.85790
*
```

Quick look at the Löwdin charges, all values in e:
1 S 0.703
2 N 0.060
3 N 0.142
4 N 0.222
5 C -0.107
6 C -0.349
7 C -0.421
8 C -0.363
9 H 0.014
10 H 0.147
11 H 0.132
12 H 0.063
13 H 0.002
14 H 0.181
15 H -0.016
16 H 0.135
17 H 0.102
18 H 0.009
19 H 0.129
20 H 0.016
21 H 0.044
22 H 0.156


--- C ---
The following is a quantum chemistry calculation of a 2-piece molecular cluster, C4H14N3S overall, from the OMol25 dataset.

- HOMO-LUMO gap (eV) = 8.82
- E_HOMO (eV) = -11.99
- lowest unoccupied orbital energy (eV) = -3.2

```
! RIJCOSX wB97M-V def2-TZVPD def2/J DEFGRID3
* xyz 1 1
S 0.42460 2.47235 -1.04428
N 0.73530 -0.75254 -1.48375
N 1.94827 -0.57096 -2.20808
N -1.05132 0.74592 0.34207
C 0.18392 1.02056 0.00463
C 1.35821 0.86462 0.87342
C -1.44421 -0.02879 1.45284
C -2.28749 -1.17187 0.95163
H 2.88556 -0.72099 -1.70640
H 1.38642 -0.19535 1.21824
H -1.47625 -1.86516 0.58088
H -0.65179 2.80560 -1.84912
H -2.77365 -1.69497 1.81475
H 0.89965 -1.49851 -0.82220
H -1.77423 1.32789 -0.07965
H -2.04731 0.62664 2.12184
H 2.02774 -1.32026 -2.96859
H -3.05768 -0.99959 0.10059
H 2.37496 1.13196 0.43397
H 1.89336 0.43034 -2.56130
H 1.18766 1.34461 1.83572
H -0.72357 -0.49052 2.10051
*
```

Quick look at the Löwdin charges, all values in e:
1 S 0.838
2 N -0.119
3 N -0.027
4 N -0.005
5 C -0.668
6 C -0.121
7 C -0.269
8 C -0.087
9 H 0.173
10 H 0.096
11 H 0.085
12 H -0.080
13 H 0.094
14 H 0.018
15 H 0.161
16 H 0.143
17 H 0.177
18 H 0.117
19 H 0.111
20 H 0.142
21 H 0.103
22 H 0.119


Of them, A has the highest stability.


--- A ---
The following is a quantum chemistry calculation of C10H20Cl10 as an isolated structure, from the OMol25 dataset.

- HOMO-LUMO gap (eV) = 10.30
- E_HOMO (eV) = -10.01
- lowest unoccupied orbital energy (eV) = 0.3

```
! RIJCOSX wB97M-V def2-TZVPD def2/J DEFGRID3
* xyz 0 1
Cl -11.46095 12.03585 13.69929
Cl -7.32569 10.10983 15.96076
Cl -10.76787 8.86313 12.79895
Cl -5.64570 5.30494 12.22757
Cl -7.54194 8.76756 13.48880
Cl -7.85052 4.33521 15.41238
Cl -5.80029 11.78354 12.29827
Cl -8.83373 1.46287 13.43567
Cl -4.28269 4.88538 8.16563
Cl -9.49344 5.48581 11.66046
C -10.56572 9.60199 14.37948
C -10.16614 11.01143 14.38319
C -8.19919 7.92375 12.10886
C -7.42882 2.56093 13.29572
C -4.68950 4.54876 9.82633
C -7.72724 4.06120 13.64748
C -8.26830 6.41264 12.54054
C -7.01756 11.19954 13.48561
C -5.23731 5.76005 10.57290
C -6.19910 10.56765 14.66877
H -11.48122 9.59975 14.97106
H -9.88942 8.95195 14.93460
H -7.16989 2.34828 12.25849
H -8.61078 6.41216 13.57533
H -7.61876 12.03467 13.84508
H -7.55079 8.12528 11.25618
H -9.93549 11.34976 15.39335
H -5.39546 3.72069 9.88989
H -5.42198 11.23814 15.03566
H -9.19672 11.16076 13.90778
H -3.81248 4.12881 10.31888
H -6.23863 6.04072 10.24628
H -5.72542 9.62526 14.39379
H -6.86600 4.63332 13.30245
H -8.54374 4.50929 13.08123
H -9.20581 8.32273 11.98391
H -7.67349 10.51951 12.94209
H -4.57375 6.62461 10.59153
H -7.31441 5.89358 12.44695
H -6.61770 2.20016 13.92820
*
```

Quick look at the Löwdin charges, all values in e:
1 Cl 0.573
2 Cl 0.590
3 Cl 0.720
4 Cl 0.795
5 Cl 0.756
6 Cl 0.568
7 Cl 0.559
8 Cl 0.527
9 Cl 0.599
10 Cl 0.646
11 C -0.673
12 C -0.699
13 C -0.588
14 C -0.627
15 C -0.703
16 C -0.745
17 C -0.708
18 C -0.756
19 C -0.550
20 C -0.707
21 H 0.079
22 H 0.050
23 H 0.049
24 H 0.047
25 H 0.063
26 H 0.080
27 H 0.072
28 H 0.070
29 H 0.074
30 H 0.006
31 H 0.071
32 H 0.071
33 H 0.015
34 H -0.129
35 H -0.071
36 H -0.108
37 H -0.054
38 H 0.087
39 H -0.116
40 H 0.065


--- B ---
The following is a quantum chemistry calculation of a 5-piece molecular cluster, C10H20Cl10 overall, from the OMol25 dataset.

- HOMO-LUMO gap (eV) = 10.59
- E_HOMO (eV) = -10.22
- structure (SMILES) = ClCCCl.ClCCCl.ClCCCl.ClCCCl.ClCCCl
- lowest unoccupied orbital energy (eV) = 0.4

```
! RIJCOSX wB97M-V def2-TZVPD def2/J DEFGRID3
* xyz 0 1
Cl 0.87350 -1.78634 -5.85041
Cl 1.88022 -0.03878 -3.05086
Cl -0.37210 -1.13265 0.64412
Cl -0.15037 -4.71325 -3.75063
Cl 0.90271 3.22099 3.47806
Cl 2.79182 1.82573 0.37565
Cl -2.53071 -3.02411 -2.08700
Cl -5.22492 0.36206 0.60143
Cl 1.43316 3.72801 7.71777
Cl -4.07981 -2.64729 0.92564
C 0.14882 -3.24906 -2.72104
C 2.00216 0.51711 -4.72240
C -3.96650 -1.36558 2.12321
C -3.72598 -0.01486 1.39604
C 0.73159 3.77097 5.09241
C 1.15508 1.04759 0.45320
C 1.21844 -0.38908 0.78332
C 2.21682 -0.64514 -5.65211
C -1.01696 -2.26937 -2.74988
C 1.79114 3.15715 6.05203
H 3.02106 -1.28781 -5.29397
H 0.24351 -3.54143 -1.67525
H 0.69982 4.85932 5.04138
H 1.09083 1.03934 -5.01369
H -3.57973 0.86344 2.02477
H -3.17133 -1.58229 2.83653
H 0.57150 1.60101 1.18890
H 2.83679 3.31922 5.79041
H 2.44071 -0.24805 -6.64221
H -4.85578 -1.40603 2.75221
H 1.53062 -0.49140 1.82264
H 2.83293 1.22256 -4.70642
H 1.10384 -2.84018 -3.05098
H -0.26702 3.44704 5.38559
H 0.71732 1.00460 -0.54410
H 1.71688 2.07043 6.09243
H 1.89822 -0.98045 0.16993
H -1.24937 -1.88102 -3.74148
H -0.73701 -1.39372 -2.16424
H -2.92190 -0.12871 0.66899
*
```

Quick look at the Löwdin charges, all values in e:
1 Cl 0.594
2 Cl 0.614
3 Cl 0.649
4 Cl 0.500
5 Cl 0.612
6 Cl 0.524
7 Cl 0.507
8 Cl 0.568
9 Cl 0.529
10 Cl 0.539
11 C -0.671
12 C -0.634
13 C -0.688
14 C -0.693
15 C -0.726
16 C -0.673
17 C -0.685
18 C -0.666
19 C -0.670
20 C -0.631
21 H 0.064
22 H 0.059
23 H 0.068
24 H 0.078
25 H 0.064
26 H 0.063
27 H 0.031
28 H 0.071
29 H 0.075
30 H 0.062
31 H 0.074
32 H 0.076
33 H 0.018
34 H 0.062
35 H 0.035
36 H 0.062
37 H 0.069
38 H 0.043
39 H 0.013
40 H 0.014


Of them, B has the highest stability.


--- A ---
The following is a quantum chemistry calculation of one molecule with the formula CH2N2O2, from the OMol25 dataset.

- HOMO-LUMO gap (eV) = 10.48
- E_HOMO (eV) = -11.06
- structure (SMILES) = C=N[N+](=O)[O-]
- lowest unoccupied orbital energy (eV) = -0.6

```
! RIJCOSX wB97M-V def2-TZVPD def2/J DEFGRID3
* xyz 0 1
O 0.40528 0.75521 -3.32885
O 0.67223 2.19538 -1.71589
N 0.83137 0.05465 -1.32710
N 0.59031 1.07654 -2.18366
C 0.12486 -0.18578 -0.22422
H 0.64153 -1.03626 0.38832
H -0.71872 0.48083 -0.04298
*
```

Quick look at the Löwdin charges, all values in e:
1 O 0.090
2 O 0.073
3 N 0.054
4 N -0.501
5 C 0.078
6 H 0.122
7 H 0.084


--- B ---
The following is a quantum chemistry calculation of one molecule with the formula CH2N2O2, from the OMol25 dataset.

- HOMO-LUMO gap (eV) = 9.86
- E_HOMO (eV) = -10.03
- structure (SMILES) = [H]/N=N/C(=O)O
- lowest unoccupied orbital energy (eV) = -0.2

```
! RIJCOSX wB97M-V def2-TZVPD def2/J DEFGRID3
* xyz 0 1
O 1.87619 -0.55123 0.10042
O 0.95885 1.46784 0.00154
N -0.32615 -0.86192 -0.33144
N -1.40335 -0.62924 0.20544
C 0.87435 0.07718 -0.03783
H 0.08674 1.88277 0.09335
H -2.06664 -1.38541 -0.03149
*
```

Quick look at the Löwdin charges, all values in e:
1 O 0.118
2 O 0.091
3 N 0.025
4 N 0.066
5 C -0.479
6 H 0.106
7 H 0.073


Of them, B has the highest stability.


--- A ---
The following is a quantum chemistry calculation of a 2-piece molecular cluster, CHIS2 overall, from the OMol25 dataset.

- HOMO-LUMO gap (eV) = 9.23
- E_HOMO (eV) = -9.44
- lowest unoccupied orbital energy (eV) = -0.2

```
! RIJCOSX wB97M-V def2-TZVPD def2/J DEFGRID3
* xyz 0 1
I -1.31222 1.18158 0.12151
S 0.92848 -1.69609 -1.65033
S 1.64528 -0.47109 1.10062
C 1.29867 -1.02888 -0.31281
H -2.56021 2.01448 0.74101
*
```

Quick look at the Löwdin charges, all values in e:
1 I 0.442
2 S 0.728
3 S 0.654
4 C -1.495
5 H -0.328


--- B ---
The following is a quantum chemistry calculation of a 2-piece molecular cluster, CHIS2 overall, from the OMol25 dataset.

- HOMO-LUMO gap (eV) = 8.35
- E_HOMO (eV) = -9.20
- lowest unoccupied orbital energy (eV) = -0.9

```
! RIJCOSX wB97M-V def2-TZVPD def2/J DEFGRID3
* xyz 0 1
I -1.66340 1.62651 0.24176
S 0.64142 1.14653 -0.06633
S -0.42898 -2.29663 -0.23394
C 0.52635 -2.89501 0.81254
H 0.92461 2.41859 -0.75404
*
```

Quick look at the Löwdin charges, all values in e:
1 I 0.273
2 S -0.123
3 S 0.562
4 C -0.561
5 H -0.151


--- C ---
The following is a quantum chemistry calculation of CHIS2 as an isolated structure, from the OMol25 dataset.

- HOMO-LUMO gap (alpha / beta) (eV) = 7.47 / 7.47
- E_HOMO (alpha / beta) (eV) = -9.10 / -9.10
- lowest unoccupied orbital energy (alpha / beta) (eV) = -1.6 / -1.6

```
! RIJCOSX wB97M-V def2-TZVPD def2/J DEFGRID3
* xyz 0 1
I 2.32989 -1.13845 -0.01686
S 0.05694 1.21457 0.15677
S -2.08596 0.17641 -0.46523
C 1.60044 0.77635 0.28680
H -1.90131 -1.02888 0.03851
*
```

Quick look at the Löwdin charges, all values in e:
1 I 0.735
2 S 0.443
3 S 0.239
4 C -1.130
5 H -0.287


Of them, A has the highest stability.


--- A ---
The following is a quantum chemistry calculation of C6H12S2 as an isolated structure, from the OMol25 dataset.

- HOMO-LUMO gap (eV) = 7.33
- E_HOMO (eV) = -8.26
- lowest unoccupied orbital energy (eV) = -0.9

```
! RIJCOSX wB97M-V def2-TZVPD def2/J DEFGRID3
* xyz 0 1
S 1.16658 0.91950 -0.27225
S 0.59023 -1.57710 2.27446
C 0.54255 1.19017 2.61910
C -0.11917 0.12614 -1.21490
C 0.03873 0.09995 -2.87987
C 0.13194 0.97406 1.18351
C -0.68767 -1.41267 -1.01808
C -0.21567 -0.11516 2.34189
H -1.68561 -1.43562 -1.68458
H -0.81430 1.65376 1.10699
H 0.01698 1.22311 -3.71293
H -1.11101 0.56909 -1.07229
H -0.15143 1.98324 2.86323
H 1.07437 -0.28483 -3.29907
H -0.83433 -0.47720 -3.32088
H 1.64079 1.34315 2.95605
H -0.63655 -1.46224 0.15890
H -0.00420 -2.31863 -1.35632
H 2.41566 -0.82562 1.91727
H -1.35790 -0.17311 2.40976
*
```

Quick look at the Löwdin charges, all values in e:
1 S 0.870
2 S 0.679
3 C -0.223
4 C -0.704
5 C -0.175
6 C -0.664
7 C -0.142
8 C -0.782
9 H 0.103
10 H 0.125
11 H 0.142
12 H 0.072
13 H 0.083
14 H 0.069
15 H 0.036
16 H 0.133
17 H -0.001
18 H 0.096
19 H 0.152
20 H 0.131


--- B ---
The following is a quantum chemistry calculation of one molecule with the formula C6H12S2, from the OMol25 dataset.

- HOMO-LUMO gap (eV) = 8.68
- E_HOMO (eV) = -8.27
- structure (SMILES) = CSC1(S)[C@@H](C)[C@@H]1C
- lowest unoccupied orbital energy (eV) = 0.4

```
! RIJCOSX wB97M-V def2-TZVPD def2/J DEFGRID3
* xyz 0 1
S 0.43477 -0.75285 2.25349
S -1.45044 1.16106 0.94553
C -0.63203 -1.11809 -0.64990
C -0.27018 2.34317 1.66988
C -0.35248 -0.03900 0.29411
C -1.99293 -1.15857 -1.30068
C 0.53966 -0.08889 -0.90251
C 1.95358 -0.56638 -0.82145
H 0.48049 0.83722 -1.65077
H 0.40779 1.77483 2.19695
H -0.72943 3.05454 2.30202
H 1.63978 -0.79972 1.68763
H 2.07531 -1.63980 -0.84867
H -2.29952 -0.23989 -1.65610
H 2.52219 -0.20569 -1.64223
H 2.40551 -0.16382 0.18942
H -0.20473 -2.08019 -0.32654
H 0.18737 2.83019 0.83784
H -2.00583 -1.83294 -2.12395
H -2.70889 -1.31519 -0.45408
*
```

Quick look at the Löwdin charges, all values in e:
1 S 0.575
2 S 0.801
3 C -0.309
4 C -0.370
5 C -0.784
6 C -0.061
7 C -0.275
8 C -0.100
9 H 0.184
10 H -0.056
11 H 0.030
12 H -0.241
13 H 0.077
14 H 0.042
15 H 0.056
16 H 0.093
17 H 0.137
18 H 0.028
19 H 0.070
20 H 0.103


Of them, B has the highest stability.